85
Properties=species:S:1:pos:R:3:forces:R:3 method="wB97M-V/def2-TZVPD" largest_force_ev_per_a=4.9 e_tot_ha=-4964.57184 homo_energy_ev=-12.72 total_charge=+2
C 3.990680 1.724580 3.323964 0.4 0.0 0.1
C 3.557738 1.560287 4.840511 0.3 -1.3 0.4
N 2.131393 1.830320 5.131187 -0.3 0.2 -1.4
C 1.227247 1.479115 4.065506 -1.5 -0.6 -1.3
C 0.925299 -0.003014 3.949508 -1.1 0.6 -1.6
C -0.005792 -0.568289 2.955196 1.4 3.9 0.2
C -0.658528 0.436273 2.025664 1.9 -0.3 2.3
C -0.364495 1.905501 2.106261 -0.1 -0.9 0.4
C -1.162398 2.804700 1.064996 -0.1 -1.1 0.8
C -0.598093 2.708961 -0.422903 0.4 1.2 0.2
C 0.816285 2.021447 -0.555931 -0.2 0.9 -0.8
O -1.602332 2.094775 -1.244793 0.4 0.6 0.3
C -1.982705 2.908356 -2.372695 -0.8 -0.9 -1.3
C -3.077021 2.070269 -3.154350 -2.0 -1.7 -1.7
C -4.294772 1.506334 -2.466050 0.6 -0.3 -2.3
C -5.305340 0.680254 -3.198110 1.9 0.6 -1.1
C -5.171091 0.352245 -4.656066 2.6 2.1 2.0
C -3.969521 0.921862 -5.341086 -0.8 0.0 2.5
C -2.956505 1.751192 -4.607130 -1.6 -0.9 0.8
C 0.601723 2.474663 3.119161 -0.1 -3.7 0.0
C 0.919262 3.994912 3.200000 -0.2 1.1 -0.3
F 0.932634 4.625758 1.939684 0.1 -1.6 1.7
F 2.166826 4.293017 3.767707 -1.5 -0.8 -0.9
C -0.168968 4.821863 4.066787 -0.4 1.7 -0.5
F -0.434044 6.025530 3.420328 0.4 -2.1 1.2
F 0.339425 5.147722 5.302482 -1.2 -1.1 -1.8
F -1.353899 4.127619 4.116971 2.0 1.0 0.5
S -1.809990 -0.287842 0.785886 2.1 -1.1 -0.2
C -0.968546 -1.841935 0.371850 0.4 0.1 0.7
C -0.288246 -2.538760 1.578101 0.9 -2.7 -2.5
C 0.367847 -3.838609 1.255808 -0.9 1.7 -1.7
C 0.379745 -4.395338 -0.146608 -2.0 0.7 1.2
P 1.227729 -6.064219 -0.340646 -0.2 0.0 -0.2
N 0.856294 -7.036432 1.063473 -1.0 0.7 -1.3
O 0.567810 -6.919938 -1.636656 0.2 0.6 2.3
C -0.277689 -3.672972 -1.343658 -0.4 2.6 2.2
C -0.263898 -4.252516 -2.809250 -0.5 1.0 0.3
O 1.076394 -4.607281 -3.237043 -1.8 -1.0 0.3
N 2.008736 -3.739328 -2.713398 1.6 -0.6 0.7
O 3.054975 -4.282693 -2.673411 -0.7 1.0 -0.3
C -0.951035 -2.377152 -1.033340 0.0 -1.8 0.1
C -1.659016 -1.519792 -2.179713 1.0 0.4 0.6
C -0.564482 -0.465891 -2.671751 0.1 0.7 0.8
S 0.598261 -1.159566 -3.933109 0.8 0.7 -0.1
C 2.123751 -0.213148 -3.699117 1.2 0.9 -0.3
N 3.041770 0.294398 -4.591130 -2.6 -1.1 3.7
N 3.937591 0.923286 -3.776354 1.1 0.6 2.8
C 3.644920 0.812358 -2.455040 -1.2 -1.1 -4.6
O 2.470488 0.055814 -2.394140 0.5 0.3 -0.2
N -0.286661 -2.001735 2.913878 -0.8 1.5 -1.2
C -1.606812 -2.264308 3.524241 -2.9 1.1 3.8
O -2.309835 -3.196599 3.077315 1.6 0.4 -1.0
O -2.047790 -1.567624 4.530069 2.4 -1.7 -3.5
H 3.800670 2.739957 2.877101 0.1 -1.0 0.5
H 3.584583 0.894544 2.664669 0.4 1.1 0.8
H 5.140734 1.576456 3.298094 -2.2 -0.1 0.5
H 3.735312 0.465076 5.101649 0.0 1.3 -0.3
H 4.185568 2.146412 5.570640 -0.7 -0.4 -1.0
H 1.961983 2.761559 5.511806 0.2 -0.3 -0.4
H 1.434161 -0.722588 4.657567 -0.7 1.1 -0.8
H -1.261824 3.854324 1.448321 0.2 -1.1 -0.5
H -2.208044 2.356625 1.039890 1.2 0.8 0.0
H -0.473176 3.780570 -0.790301 0.0 -1.2 0.5
H 0.863097 0.968151 -0.164250 0.0 1.1 -0.3
H 1.579834 2.712219 -0.071091 -0.9 -1.1 -0.3
H 1.077878 2.030468 -1.661704 -0.3 -0.2 1.3
H -1.054040 3.051701 -3.012994 -1.2 0.1 0.5
H -2.428668 3.907439 -2.079625 0.6 -1.1 -0.1
H -4.411854 1.727517 -1.368636 -0.1 -0.4 -1.3
H -6.178978 0.259142 -2.630788 1.0 0.6 -0.6
H -5.928727 -0.295421 -5.181513 1.0 0.9 0.7
H -3.850187 0.678439 -6.427757 0.1 0.5 1.2
H -2.077264 2.116266 -5.214810 -1.1 -0.4 0.9
H 0.846100 -4.402144 2.105095 -0.6 0.7 -1.1
H 0.622695 -6.467985 1.888304 0.3 -0.3 -0.3
H -0.023283 -7.529182 0.830338 0.4 0.0 0.5
H 0.199310 -7.756963 -1.276316 0.1 0.4 -0.6
H -0.667735 -3.529814 -3.575182 0.4 -0.6 1.2
H -0.969435 -5.136590 -2.812218 1.3 0.5 -0.1
H -2.513428 -0.895642 -1.765429 0.9 -0.9 -0.5
H -2.050700 -2.159384 -3.014700 0.3 0.6 1.0
H -1.009598 0.473794 -3.095227 0.2 -1.2 0.4
H 0.027340 -0.177184 -1.754563 -0.6 -0.3 -1.2
H 4.168704 1.196754 -1.551099 -0.8 -0.5 -1.1
Lu 7.053661 1.837058 2.611695 1.1 0.2 -0.4